No. 1
This record from OMol25 describes a structure of composition C6H16BiO4PS4SbTe. The level of theory is ωB97M-V with the def2-TZVPD basis set.

Properties
energy relative to the best compared isomer or geometry (same formula, charge and spin) = 22.12 kcal/mol
electronic energy = -86977.808 eV

```
! RIJCOSX wB97M-V def2-TZVPD def2/J DEFGRID3
* xyz -1 1
Bi 2.14080 0.65430 -0.35187
S 0.95408 -1.00682 4.10277
Sb 2.78019 -0.05184 3.02755
S 2.03423 2.01692 2.02559
S 3.19348 -1.23684 0.88197
S 4.68687 0.11270 4.27312
C -1.41597 -2.42928 0.96938
C -1.79754 -1.07859 1.52792
O -2.20048 -0.13814 0.47329
P -1.24415 0.75260 -0.41472
O 0.12539 0.06253 -0.38031
Te -2.52792 1.02190 -2.47000
O -1.20527 2.20359 0.26559
C -2.47229 2.99566 0.54522
C -2.34044 3.72122 1.89213
H -0.94432 -3.00533 1.75841
H -0.70357 -2.36478 0.14380
H -2.33159 -2.95063 0.59949
H -0.96295 -0.63562 2.08777
H -2.63626 -1.15652 2.19948
H -3.27885 2.24933 0.52648
H -2.58038 3.66006 -0.28463
H -2.19179 3.02565 2.75201
H -3.22032 4.38955 2.04814
H -1.47283 4.41302 1.94138
C 2.32796 -2.68376 -3.27717
C 1.78173 -1.28069 -3.39590
O 2.78917 -0.33412 -2.97874
H 1.72962 -3.45609 -3.79424
H 2.41335 -2.85285 -2.19611
H 3.35138 -2.76659 -3.69151
H 0.88795 -1.17556 -2.76480
H 1.54424 -1.04656 -4.42504
H 2.78648 0.37160 -3.61644
*
```

Atomic partial charges in e from the Mulliken method, atoms 1 to 8: number 1, Bi, carries 0.95; number 2, S, carries -0.64; number 3, Sb, carries 0.80; number 4, S, carries -0.56; number 5, S, carries -0.50; number 6, S, carries -0.61; number 7, C, carries -0.85; number 8, C, carries -0.04

No. 2
This record from OMol25 describes an isolated molecule of C6H11NS. The level of theory is ωB97M-V with the def2-TZVPD basis set.

Properties
energy relative to the best compared isomer or geometry (same formula, charge and spin) = 48.91 kcal/mol
SMILES = C/N=C1/[C@H](C)[C@H]1SC
electronic energy = -18723.374 eV

```
! RIJCOSX wB97M-V def2-TZVPD def2/J DEFGRID3
* xyz 0 1
C 2.37156 -2.01838 0.28989
N 2.12435 -0.76848 -0.37183
C 1.00031 -0.24172 -0.33582
C 0.29835 0.95224 -0.78695
C 0.56737 2.32128 -0.25212
C -0.33886 -0.36369 0.30242
S -1.66971 -1.28882 -0.38186
C -3.06123 -0.23820 0.16620
H 3.15196 -1.86433 1.03968
H 2.74866 -2.71905 -0.45428
H 1.47564 -2.43619 0.76278
H -0.19027 0.86955 -1.74630
H 1.41256 2.75941 -0.78456
H 0.82236 2.29445 0.80460
H -0.30020 2.96432 -0.39831
H -0.42811 -0.10470 1.34627
H -3.39497 -0.56359 1.14638
H -3.87142 -0.34380 -0.54664
H -2.71836 0.78969 0.20045
*
```

Atomic partial charges in e from the Mulliken method, atoms 1 to 8: number 1, C, carries -0.79; number 2, N, carries -0.58; number 3, C, carries 0.54; number 4, C, carries -0.16; number 5, C, carries -1.26; number 6, C, carries -0.43; number 7, S, carries -0.05; number 8, C, carries -0.79

No. 3
This record from OMol25 describes a structure of composition C4H4I2NO3. The level of theory is ωB97M-V with the def2-TZVPD basis set.

Properties
energy relative to the best compared isomer or geometry (same formula, charge and spin) = 41.41 kcal/mol
electronic energy = -28046.303 eV

```
! RIJCOSX wB97M-V def2-TZVPD def2/J DEFGRID3
* xyz -1 1
C -1.66192 -0.14080 1.71595
C -0.64627 0.06083 -0.77648
C -0.39066 -0.51456 0.68023
C 1.59811 0.43518 0.00242
N 0.51501 0.86496 -1.15109
O -2.04863 -1.05315 2.37645
O -1.99645 1.03662 1.54458
O 0.82238 0.14119 1.02679
I 2.73080 -1.34070 -0.68501
I 1.13516 0.82101 -3.04040
H -0.72665 -0.61287 -1.58944
H -1.64057 0.65192 -0.76268
H -0.00139 -1.53250 0.74228
H 2.31108 1.18287 -0.08361
*
```

Atomic partial charges in e from the Mulliken method, atoms 1 to 8: number 1, C, carries 0.41; number 2, C, carries -0.49; number 3, C, carries 0.13; number 4, C, carries -0.32; number 5, N, carries -0.43; number 6, O, carries -0.66; number 7, O, carries -0.70; number 8, O, carries -0.36

No. 4
This record from OMol25 describes a cluster of 2 separate species, C4H10O2 in total. The level of theory is ωB97M-V with the def2-TZVPD basis set.

Properties
energy relative to the best compared isomer or geometry (same formula, charge and spin) = 59.11 kcal/mol
SMILES = C[C@H]1CO1.CO
electronic energy = -8402.984 eV

```
! RIJCOSX wB97M-V def2-TZVPD def2/J DEFGRID3
* xyz 0 1
C 1.58822 -0.07156 -0.42299
C 0.50665 -1.16330 -0.23122
C 0.30754 -1.79989 1.07652
O -0.76743 -1.10251 0.45514
H 1.46163 0.48495 -1.36135
H 2.55555 -0.60429 -0.53220
H 1.67403 0.62704 0.40940
H 0.34999 -1.74044 -1.12723
H 0.18268 -2.87162 1.12151
H 0.72247 -1.28249 1.94584
C -1.54894 1.83142 -0.45288
O -0.73992 1.33804 0.58917
H -0.95086 2.05683 -1.35342
H -2.34749 1.13635 -0.76808
H -2.01049 2.75193 -0.09174
H -0.98363 0.40954 0.74350
*
```

Atomic partial charges in e from the Mulliken method, atoms 1 to 8: number 1, C, carries -1.16; number 2, C, carries 0.12; number 3, C, carries -0.28; number 4, O, carries -0.50; number 5, H, carries 0.28; number 6, H, carries 0.36; number 7, H, carries 0.29; number 8, H, carries 0.37

No. 5
This record from OMol25 describes an isolated molecule of C2H4N4. The level of theory is ωB97M-V with the def2-TZVPD basis set.

Properties
energy relative to the best compared isomer or geometry (same formula, charge and spin) = 71.93 kcal/mol
SMILES = [H]/N=C(\N)N1C=N1
electronic energy = -8096.195 eV

```
! RIJCOSX wB97M-V def2-TZVPD def2/J DEFGRID3
* xyz 0 1
H 1.97074 0.78276 0.54443
N 1.31032 0.46007 -0.16392
C 0.19166 0.12059 0.33449
N -0.23781 0.20809 1.63247
N -0.89031 -0.37765 -0.47625
C -0.65364 -0.22770 -1.84749
N -0.31376 -1.38892 -1.59841
H 0.46049 0.22711 2.35683
H -1.07801 -0.30264 1.85388
H -0.75969 0.49829 -2.63601
*
```

Atomic partial charges in e from the Mulliken method, atoms 1 to 8: number 1, H, carries 0.21; number 2, N, carries -0.62; number 3, C, carries 0.52; number 4, N, carries -0.40; number 5, N, carries -0.39; number 6, C, carries 0.27; number 7, N, carries -0.38; number 8, H, carries 0.23

No. 6
This record from OMol25 describes an isolated molecule of C2H4INO2. The level of theory is ωB97M-V with the def2-TZVPD basis set.

Properties
energy relative to the best compared isomer or geometry (same formula, charge and spin) = 0.00 kcal/mol
SMILES = COC(=O)NI
electronic energy = -15824.288 eV

```
! RIJCOSX wB97M-V def2-TZVPD def2/J DEFGRID3
* xyz 0 1
C -1.68654 -0.28774 -0.00003
O -0.53436 0.54676 0.00054
C 0.64077 -0.10910 -0.00025
O 0.77996 -1.30061 0.00024
N 1.67298 0.77203 0.00008
I 3.55093 0.07159 -0.00013
H -2.54035 0.38511 0.00682
H -1.69472 -0.92709 0.88470
H -1.70108 -0.91674 -0.89215
H 1.51240 1.76578 0.00019
*
```

Atomic partial charges in e from the Mulliken method, atoms 1 to 8: number 1, C, carries -0.59; number 2, O, carries -0.34; number 3, C, carries 0.84; number 4, O, carries -0.58; number 5, N, carries -0.56; number 6, I, carries 0.17; number 7, H, carries 0.23; number 8, H, carries 0.28

No. 7
This record from OMol25 describes an isolated molecule of C6H11NO4. The level of theory is ωB97M-V with the def2-TZVPD basis set.

Properties
energy relative to the best compared isomer or geometry (same formula, charge and spin) = 144.77 kcal/mol
SMILES = O=[N+]([O-])O[C@@H]1CCCC[C@H]1O
electronic energy = -16075.291 eV

```
! RIJCOSX wB97M-V def2-TZVPD def2/J DEFGRID3
* xyz 0 1
O 3.17092 1.07632 -0.58856
N 2.30386 1.26167 -1.38508
O 2.36108 2.14728 -2.20739
O 1.14240 0.50425 -1.33722
C 0.92668 -0.42967 -0.29925
C -0.22411 -1.45519 -0.74774
C -1.61432 -1.11427 -0.21535
C -1.93033 0.42217 -0.01072
C -0.82606 1.06041 0.86026
C 0.42720 0.26620 0.99692
O 0.39920 -0.63468 2.08557
H 1.93721 -0.88868 0.03280
H -0.28120 -1.52816 -1.89503
H 0.15044 -2.46874 -0.52540
H -2.33960 -1.50308 -0.84593
H -1.63653 -1.56478 0.84180
H -1.90214 0.91085 -0.99830
H -2.91531 0.58371 0.42415
H -0.38687 1.93894 0.28272
H -1.18545 1.42010 1.97609
H 1.22547 1.05872 1.23776
H 1.19745 -1.06337 2.31790
*
```

Atomic partial charges in e from the Mulliken method, atoms 1 to 8: number 1, O, carries -0.51; number 2, N, carries 0.95; number 3, O, carries -0.58; number 4, O, carries -0.29; number 5, C, carries 0.34; number 6, C, carries -1.08; number 7, C, carries -0.59; number 8, C, carries -0.70